No. 1
Molecular formula: C2H5NO
Method: DFT, ωB97M-V/def2-TZVPD

Results
Relative energy (zero: lowest compared OMol25 entry of this formula, charge and spin) in kJ/mol: 280.0
Energy in eV: -5690.3279
Kohn-Sham gap in Eh: 0.42319

XYZ file:
```
9
C2H5NO, DFT ωB97M-V/def2-TZVPD
C -1.31047 -0.14867 -0.04333
C 0.52266 0.53917 0.06636
O 0.78078 1.66320 0.22744
N 0.20077 -0.62998 -0.10126
H -1.61814 0.33672 0.89868
H -1.75484 -1.11481 -0.14006
H -1.61019 0.51782 -0.86785
H 2.48647 -0.33128 -0.27772
H 2.30297 -0.83217 0.23773
```

Atom charges from the Mulliken analysis, given in e for atoms 1 to 8: -0.754, 0.789, -0.440, -0.481, 0.275, 0.294, 0.288, -0.008

=====

No. 2
Molecular formula: H3NO3
Method: DFT, ωB97M-V/def2-TZVPD

Results
SMILES string: O=NO.O
Relative energy (zero: lowest compared OMol25 entry of this formula, charge and spin) in kJ/mol: 0.0
Energy in eV: -7678.4167
Kohn-Sham gap in Eh: 0.40114

XYZ file:
```
7
H3NO3, DFT ωB97M-V/def2-TZVPD
O 0.50901 -0.14823 0.48713
N 1.07786 -0.97781 1.14763
O 0.59948 -2.21272 0.84098
H 1.13528 -2.78209 1.40904
O -1.04814 2.43413 -1.36077
H -1.47193 1.80442 -1.94133
H -0.80157 1.88230 -0.58268
```

Taken from the Mulliken analysis, the atomic charges in e are: -0.272, 0.187, -0.341, 0.419, -0.637, 0.314, 0.329

=====

No. 3
Molecular formula: C6H11LaN5P
Method: DFT, ωB97M-V/def2-TZVPD

Results
Relative energy (zero: lowest compared OMol25 entry of this formula, charge and spin) in kJ/mol: 0.0
Energy in eV: -23993.6599
Kohn-Sham gap (spin up / spin down) in Eh: 0.18091 / 0.18066

XYZ file:
```
24
C6H11LaN5P, DFT ωB97M-V/def2-TZVPD
C -0.45926 0.20564 -2.14521
C -1.26406 1.31820 -1.71711
C -0.37842 2.28825 -1.15316
C 0.95958 1.81026 -1.25696
C 0.91773 0.51145 -1.86696
La -0.21185 0.10885 0.50267
P -0.10391 -2.83318 0.28056
H -0.81678 -0.65325 -2.69555
H -2.34287 1.42074 -1.84937
H -0.67099 3.27015 -0.79200
H 1.78513 -0.08432 -2.17448
H 1.87422 2.36386 -0.98978
H 1.00602 -3.65988 -0.10450
H -1.13448 -3.68106 -0.25477
H -0.19667 -3.31655 1.64946
N -0.81215 -0.77235 5.58024
N -0.19155 -0.05878 4.57005
N 1.09034 0.33108 4.80993
C 1.52024 0.61476 3.59559
N 0.59248 0.33895 2.62150
N -0.51104 -0.20702 3.29764
H -1.80543 -0.67730 5.48001
H -0.51622 -0.36098 6.45719
H 2.49675 1.02190 3.38052
```

Atom charges from the Mulliken analysis, given in e for atoms 1 to 8: -0.606, -0.533, -0.503, -0.630, -0.470, 1.075, -0.295, 0.502

=====

No. 4
Molecular formula: C3H6OS2
Method: DFT, ωB97M-V/def2-TZVPD

Results
SMILES string: CSCOC=S
Relative energy (zero: lowest compared OMol25 entry of this formula, charge and spin) in kJ/mol: 340.3
Energy in eV: -26922.9156
Kohn-Sham gap in Eh: 0.31422

XYZ file:
```
12
C3H6OS2, DFT ωB97M-V/def2-TZVPD
C 2.43238 0.02571 -0.13809
S 1.09088 -1.11823 0.09791
C -0.34385 -0.06382 0.19626
O -1.52189 -0.92360 -0.02686
C -2.61940 -0.01607 0.08074
S -4.21360 -0.59135 -0.02033
H 2.94158 0.70596 0.78303
H 1.87368 0.66553 -0.96807
H 3.30296 -0.75648 -0.46613
H -0.15137 0.47141 -0.63544
H -0.29789 0.59928 1.09404
H -2.49347 1.00166 0.00294
```

Atom charges from the Mulliken analysis, given in e for atoms 1 to 8: -0.663, -0.053, -0.531, -0.233, -0.166, -0.187, 0.246, 0.238

=====

No. 5
Molecular formula: C27H31BClF3O2
Method: DFT, ωB97M-V/def2-TZVPD

Results
Relative energy (zero: lowest compared OMol25 entry of this formula, charge and spin) in kJ/mol: 69.5
Energy in eV: -53945.9487
Kohn-Sham gap in Eh: 0.24694

XYZ file:
```
65
C27H31BClF3O2, DFT ωB97M-V/def2-TZVPD
C -4.76941 -2.83680 2.17928
C -4.07365 -1.50492 1.96136
C -4.77782 -0.84478 0.79344
C -4.02403 -0.66314 3.37251
C -4.38187 0.78034 3.17188
C -4.81464 -1.21922 4.53008
O -2.67546 -0.70005 3.73857
B -1.95342 -0.79685 2.50370
C -0.48907 -2.03062 2.89072
C 0.38553 -1.59787 3.99192
C 1.74845 -1.74675 4.04048
C 2.45224 -2.09546 2.86537
C 3.94884 -1.97702 2.80251
F 4.55136 -2.95220 2.06872
F 4.26850 -0.77569 2.20125
F 4.55014 -1.96051 4.03848
C 1.72346 -2.50181 1.74068
C 0.34629 -2.46791 1.75527
C -1.47908 -3.20329 3.75612
C -2.33845 -4.32356 3.18826
C -0.92576 -4.55354 3.64317
O -2.70171 -1.67255 1.63270
H -5.83706 -2.68648 2.41262
H -4.68600 -3.43915 1.25982
H -4.31317 -3.39408 3.00099
H -5.76343 -0.43440 1.05342
H -4.18107 -0.06185 0.31277
H -4.95772 -1.60782 0.02424
H -5.45019 0.93915 3.03497
H -4.08077 1.36734 4.05848
H -3.86668 1.19655 2.29311
H -5.89098 -1.12338 4.35249
H -4.61220 -2.26930 4.72865
H -4.58726 -0.65042 5.43638
H -0.15194 -1.25942 4.89063
H 2.30619 -1.55339 4.93634
H 2.30770 -2.86086 0.87808
H -0.20479 -2.79572 0.85193
H -1.78673 -2.70715 4.69436
H -3.13738 -4.81633 3.75712
H -2.52466 -4.22150 2.11992
H -0.23620 -4.55541 2.83093
H -0.73094 -5.19124 4.48956
Cl 2.75303 2.58242 6.30537
C 1.67392 2.07519 5.10845
C 2.16524 1.56148 3.90423
C 1.25620 1.10328 2.96229
C -0.10518 1.06640 3.24240
C -1.09790 0.57742 2.18750
C -1.79838 1.86061 1.78691
C -2.24534 1.73926 0.31620
C -1.35376 0.63923 -0.16846
C -0.56981 0.13564 0.83528
C -0.59793 1.75834 4.35264
C 0.29610 2.28527 5.27956
H 3.20554 1.48338 3.71931
H 1.59998 0.73009 1.97556
H -2.43938 2.40956 2.48087
H -0.97691 2.64627 1.69234
H -3.29958 1.51940 0.18840
H -2.01200 2.67350 -0.21664
H -1.27680 0.32230 -1.19870
H 0.21147 -0.61028 0.76618
H -1.66267 1.93774 4.46408
H -0.06841 2.84473 6.13157
```

Atom charges from the Mulliken analysis, given in e for atoms 1 to 8: -2.224, 2.192, -1.650, 1.588, -1.641, -2.057, -0.431, 1.079

=====

No. 6
Molecular formula: C3H10N3O
Method: DFT, ωB97M-V/def2-TZVPD

Results
Charge: +1
Multiplicity: 3
Relative energy (zero: lowest compared OMol25 entry of this formula, charge and spin) in kJ/mol: 330.9
Energy in eV: -9776.6573
Kohn-Sham gap (spin up / spin down) in Eh: 0.28961 / 0.18338
⟨S²⟩: 2.014

XYZ file:
```
17
C3H10N3O, DFT ωB97M-V/def2-TZVPD
C 1.33424 0.59848 0.90848
C 0.58126 -2.90279 -1.09472
C 0.04555 -0.62351 -0.66872
N -0.67224 2.24188 0.43159
N -1.72705 1.45883 0.83173
N 0.69010 -0.38268 0.45386
O -0.07519 -1.71065 -1.29733
H 1.80725 1.36881 0.20133
H 1.52594 0.94780 2.02363
H 0.01070 2.43587 1.24949
H 1.03833 -3.37654 -1.97312
H -0.00141 -3.68252 -0.69736
H 1.43859 -2.57026 -0.43686
H -0.56196 0.20186 -1.02541
H -0.98453 3.07594 -0.05347
H -1.93280 0.95724 -0.01655
H -2.51679 1.96225 1.16342
```

Atom charges from the Mulliken analysis, given in e for atoms 1 to 8: -0.442, -0.564, 0.044, -0.382, -0.408, -0.084, -0.229, 0.405